C13H20BrCl3InN4OSe2 as an isolated structure, computed with ωB97M-V with the def2-TZVPD basis set.

## Properties
**Energy**: -265261.6103 eV
**HOMO (alpha / beta)**: -17.42 / -17.42 eV
**Charge**: +3
**E_LUMO (alpha / beta)**: -11.70 / -11.70 eV
**Strongest force on any atom**: 4.28 eV Å⁻¹

Last column: natural (NBO) charge in e.
Cartesian coordinates (Å):
In  -0.0291  0.3308  0.2978  1.556
C  2.4405  4.1951  -0.3592  -0.707
Se  0.6455  3.4888  0.1689  0.414
C  -0.4516  4.4964  -1.1702  -0.556
C  -1.9244  4.2886  -0.9433  -0.536
Se  -2.3929  2.3793  -0.6086  0.399
C  -2.3310  1.7520  -2.4818  -0.750
H  2.4890  4.1010  -1.4348  0.243
H  3.1283  3.5783  0.1406  0.237
H  2.4703  5.2540  -0.0982  0.266
H  -0.1585  4.0864  -2.1700  0.246
H  -0.2040  5.5407  -1.0394  0.279
H  -2.5589  4.5491  -1.8248  0.277
H  -2.3576  4.7516  -0.0501  0.264
H  -2.0494  2.5542  -3.1465  0.254
H  -3.3432  1.4330  -2.7050  0.262
H  -1.5704  0.9543  -2.4771  0.210
C  1.2376  -4.8591  -1.2131  -0.649
C  1.8644  -3.5147  -0.9065  -0.008
C  3.2061  -3.4602  -0.5236  -0.073
C  3.7742  -2.2063  -0.1470  -0.242
C  3.0158  -1.0241  -0.3223  0.186
Br  3.8012  0.7276  0.2245  0.116
N  1.7154  -1.0624  -0.7511  -0.588
C  1.2167  -2.2909  -1.1346  0.031
H  1.6239  -5.5659  -0.4440  0.257
H  1.5813  -5.2778  -2.1775  0.270
H  0.1354  -4.7855  -1.2168  0.227
H  3.8420  -4.3480  -0.5346  0.269
H  4.8355  -2.0895  0.0971  0.280
H  0.2918  -2.2761  -1.6789  0.212
N  0.4588  0.1488  4.5676  -0.750
C  -0.2884  -0.1557  3.4663  0.827
N  -1.6340  -0.3135  3.6284  -0.781
O  0.2652  -0.1882  2.3041  -0.835
H  0.1253  0.0930  5.5011  0.437
H  1.4513  0.1758  4.3985  0.433
H  -2.0878  -0.2635  4.5359  0.446
H  -2.1811  -0.3677  2.7634  0.413
Cl  -3.0750  -4.4595  -0.0183  0.125
C  -3.6824  -2.7342  -0.1661  -0.261
Cl  -4.3194  -2.4872  -1.7806  0.173
Cl  -4.7870  -2.2492  1.1121  0.175
C  -2.4950  -1.8564  0.0072  0.540
N  -1.6946  -1.0429  0.3103  -0.588

Atoms 1-3, force components in eV/Å:
1.371 1.360 -0.504
-1.887 0.523 -0.703
0.598 0.181 0.187